# 1
Here is C29H28F2N3S5SeV as an isolated structure at a distorted geometry from OMol25. Energies are from ωB97M-V with the def2-TZVPD basis set.

Properties
orbital gap (spin up / spin down)	5.823 / 4.730	eV
net charge	-1
2S+1	2
E_LUMO (spin up / spin down)	2.1 / 2.1	eV
calculated total energy	-185646.749	eV
energy above the lowest of the compared OMol25 structures with the same formula, charge and spin	18.7	kcal per mole

Geometry (Å):
V: 1.484687 2.329474 -0.391372
S: 4.856055 0.844120 -6.778394
C: 4.127870 1.269800 -5.347268
S: 4.747523 0.880340 -3.795158
C: 3.514715 1.641352 -2.813311
C: 2.537363 2.267118 -3.492811
S: 1.204429 3.107268 -2.744477
S: 2.690264 2.202345 -5.234384
S: 3.599378 1.563540 -1.071681
F: 3.928718 0.464858 4.152726
C: 2.929539 1.170744 3.568861
C: 2.883642 1.286764 2.206011
C: 1.845393 2.021667 1.582593
C: 0.877282 2.620622 2.442642
C: 0.987221 2.458741 3.820695
F: 0.066070 3.014632 4.655443
C: 1.993139 1.747699 4.416866
C: -0.162202 3.371299 1.758642
C: -1.239097 4.029924 2.352122
C: -2.175554 4.689633 1.582162
C: -2.023309 4.687003 0.189376
C: -0.949090 4.041627 -0.359461
N: 0.001834 3.374634 0.380998
H: 3.658209 0.803769 1.621205
H: 2.048136 1.640665 5.491609
H: -1.332717 4.015247 3.426631
H: -3.013051 5.195191 2.050239
H: -2.728380 5.190898 -0.459937
H: -0.816571 4.027797 -1.428463
C: 2.318053 -1.921105 -3.081963
C: 1.444109 -2.973850 -2.388550
C: 1.966819 -3.364975 -1.002753
C: 1.771614 -2.296681 0.067870
N: 0.351833 -2.081731 0.418343
C: -0.360988 -0.983052 0.125256
Se: 0.191758 0.337653 -1.041503
N: -1.559736 -1.091667 0.728355
C: -2.617248 -0.065596 0.737692
C: -3.850773 -0.483792 -0.058158
C: -3.630065 -0.621986 -1.566260
C: -3.477254 0.724016 -2.278657
C: -1.635212 -2.314103 1.398219
C: -2.624243 -2.880549 2.184669
C: -2.352981 -4.115646 2.750631
C: -1.124015 -4.755208 2.543978
C: -0.134062 -4.175846 1.766880
C: -0.418178 -2.948657 1.193235
H: 1.954881 -1.710102 -4.091462
H: 3.352612 -2.273995 -3.167618
H: 2.331207 -0.971771 -2.541499
H: 1.410828 -3.875245 -3.007404
H: 0.409293 -2.617637 -2.305672
H: 3.042430 -3.554199 -1.076074
H: 1.503596 -4.298483 -0.666524
H: 2.175481 -1.341617 -0.257042
H: 2.278907 -2.574889 0.991274
H: -2.182074 0.848490 0.346195
H: -2.880348 0.110279 1.780492
H: -4.622292 0.272235 0.120151
H: -4.232462 -1.424259 0.350380
H: -4.488033 -1.153531 -1.987712
H: -2.752632 -1.252850 -1.755287
H: -4.345826 1.364523 -2.078651
H: -3.401585 0.588001 -3.361255
H: -2.578585 1.255853 -1.960542
H: -3.563929 -2.374907 2.371631
H: -3.104314 -4.588530 3.373130
H: -0.935794 -5.715846 3.009712
H: 0.827710 -4.657516 1.634389

Forces on the atoms, in the same order (eV/Å):
V 0.7 -0.2 -1.0
S -0.1 0.0 0.1
C 0.0 0.2 0.0
S 0.1 -0.1 0.2
C 0.1 -0.1 0.2
C -0.1 0.1 -0.1
S 0.0 0.0 0.1
S -0.2 0.1 -0.1
S 0.8 -0.3 -0.1
F 0.2 -0.1 0.1
C 0.1 0.0 -0.4
C -0.1 -0.1 0.2
C 0.1 0.0 0.2
C -0.3 0.3 -0.4
C 0.0 -0.1 0.2
F 0.0 0.0 0.1
C -0.2 0.1 0.2
C 0.6 -0.3 -0.4
C -0.5 0.3 0.0
C 0.2 -0.1 0.1
C -0.1 0.1 0.0
C 0.5 -0.4 0.6
N -1.8 1.3 0.9
H 0.0 0.0 0.0
H 0.0 0.0 -0.1
H 0.0 0.0 -0.1
H 0.1 0.0 0.0
H 0.0 0.0 0.0
H 0.1 -0.1 -0.2
C 0.0 -0.1 0.0
C 0.1 0.1 0.0
C -0.1 0.0 -0.1
C -0.3 -0.1 0.0
N 0.6 -0.6 0.0
C 0.0 0.2 0.3
Se -0.5 -0.3 -0.8
N -0.7 0.1 0.2
C 0.1 -0.4 -0.1
C 0.0 0.0 0.0
C 0.1 0.1 0.0
C -0.1 0.0 0.0
C -0.1 0.4 -0.1
C -0.2 0.0 0.1
C 0.1 -0.1 0.0
C -0.1 0.0 0.0
C 0.1 -0.2 0.1
C 0.4 0.3 -0.1
H 0.0 0.0 0.1
H -0.1 0.0 0.0
H 0.0 -0.1 0.0
H 0.0 0.0 0.0
H 0.1 0.0 0.0
H 0.0 0.0 0.1
H 0.0 0.0 0.0
H 0.0 0.2 0.0
H 0.0 0.0 0.1
H 0.2 0.1 -0.1
H 0.0 0.0 0.1
H 0.0 0.0 0.0
H 0.0 0.0 0.0
H 0.0 0.0 0.0
H 0.0 0.1 0.0
H 0.1 -0.1 0.0
H 0.0 0.0 0.1
H 0.0 0.0 0.0
H 0.1 0.0 0.0
H 0.1 0.0 0.0
H 0.0 0.1 0.0
H -0.1 0.0 0.0

natural (NBO) atomic charge list, values in e, 4 entries: 0.80, -0.19, -0.57, 0.47

=====

# 2
Here is C29H29Cl3N6SiTaTe2 as an isolated structure at a distorted geometry from OMol25. Energies are from ωB97M-V with the def2-TZVPD basis set.

Properties
orbital gap	5.408	eV
net charge	+3
E_LUMO	-10.3	eV
calculated total energy	-101044.661	eV

Geometry (Å):
Ta: -0.059900 0.119900 -0.237800
C: 0.422900 -2.222500 3.212400
C: 0.336000 -0.926500 2.836700
C: 1.085600 -0.716300 1.572800
C: 1.566800 -2.087400 1.256200
C: 1.177000 -2.946400 2.223500
H: 0.051200 -2.676600 4.115500
H: -0.118500 -0.126100 3.399300
H: 1.936500 -0.047200 1.742000
H: 2.229800 -2.312900 0.438900
H: 1.414900 -3.989000 2.303200
N: -3.078800 0.388000 1.880700
C: -3.337700 1.153200 0.771500
N: -4.572100 1.510200 0.564900
C: -4.830100 2.235200 -0.539200
N: -6.066300 2.562300 -0.820100
N: -3.836200 2.654800 -1.353800
C: -2.630000 2.241500 -1.096400
N: -2.296600 1.408400 -0.071500
C: -1.564900 2.760300 -1.969400
C: -1.860700 3.784300 -2.864400
C: -0.846900 4.302200 -3.655500
C: 0.425100 3.754000 -3.547700
C: 0.629000 2.726700 -2.637200
N: -0.330700 2.246600 -1.847400
H: -3.912600 0.307100 2.456100
H: -2.258400 0.627700 2.425100
H: -6.808600 2.260700 -0.204700
H: -6.277900 3.119100 -1.635000
H: -2.874000 4.151200 -2.910500
H: -1.048400 5.119200 -4.331500
H: 1.240000 4.118900 -4.153900
H: 1.601500 2.268300 -2.518500
C: -2.513400 -2.659800 2.154100
Te: -2.005600 -1.804900 0.231800
C: -1.383900 -3.827500 -0.250900
C: -2.145200 -4.692400 0.729300
C: -2.340300 -6.046700 0.486700
C: -3.036100 -6.820900 1.399900
C: -3.518300 -6.265500 2.573500
C: -3.330300 -4.917700 2.821800
C: -2.658600 -4.133000 1.896500
H: -3.471100 -2.236600 2.469900
H: -1.766400 -2.465500 2.923100
H: -0.300700 -3.938300 -0.131000
H: -1.658700 -4.070200 -1.282400
H: -1.961200 -6.491500 -0.420000
H: -3.207100 -7.864200 1.191000
H: -4.056000 -6.872700 3.283000
H: -3.708600 -4.466600 3.726800
C: 2.245200 3.317400 0.960000
Te: 0.204900 2.581500 0.980600
C: 0.580200 2.702900 3.133500
C: 1.432800 3.943500 3.226900
C: 1.430300 4.754100 4.349900
C: 2.287500 5.842700 4.415100
C: 3.127500 6.132200 3.353700
C: 3.115100 5.340500 2.213100
C: 2.275400 4.239800 2.152500
H: 2.446300 3.842900 0.024500
H: 2.964100 2.499300 1.075000
H: 1.136300 1.825600 3.486700
H: -0.348200 2.810800 3.703500
H: 0.764400 4.543000 5.170600
H: 2.288700 6.466200 5.293800
H: 3.784300 6.985300 3.404000
H: 3.761400 5.583300 1.383500
Cl: 0.569800 -2.914200 -3.972900
Si: 0.474100 -0.943300 -4.052400
Cl: 1.797600 -0.303300 -1.361600
Cl: -1.096200 -0.607600 -2.413300

Forces on the atoms, in the same order (eV/Å):
Ta -0.9 1.0 0.9
C 0.2 0.1 -0.1
C -0.2 0.4 0.1
C -0.6 0.2 -0.6
C 0.1 0.1 -0.5
C -0.2 0.2 0.1
H -0.1 0.1 0.2
H 0.0 0.0 0.1
H 0.0 0.2 -0.2
H 0.0 -0.1 -0.1
H 0.2 -0.3 -0.1
N -0.2 0.4 0.2
C 0.1 -0.1 -0.1
N -0.4 0.0 0.3
C 0.6 -0.3 0.2
N -0.2 0.0 0.0
N 0.1 0.3 -0.3
C -0.5 -0.1 0.2
N 0.9 -0.6 -0.3
C 0.1 0.3 -0.4
C 0.1 -0.3 0.2
C 0.2 -0.2 0.1
C -0.3 0.0 0.1
C 0.4 0.0 -0.1
N -0.1 -0.8 0.5
H 0.1 -0.1 0.0
H 0.0 -0.1 -0.1
H 0.0 0.1 -0.1
H 0.0 0.0 0.1
H 0.0 0.0 0.0
H 0.0 0.0 -0.1
H 0.1 0.0 0.0
H 0.1 0.1 -0.1
C -0.1 -0.1 0.4
Te -1.1 -1.9 0.9
C 0.3 -0.3 -0.2
C -0.1 0.3 0.2
C 0.0 0.1 0.0
C 0.1 -0.1 -0.1
C 0.0 0.1 0.0
C 0.0 -0.1 0.0
C 0.2 0.2 -0.4
H 0.2 0.1 -0.2
H -0.2 0.2 -0.4
H -0.2 0.3 0.0
H 0.0 0.3 0.1
H 0.0 -0.1 -0.1
H 0.0 -0.1 0.0
H -0.1 -0.1 0.1
H -0.1 0.0 0.1
C 0.5 0.0 -0.2
Te 0.8 1.7 1.6
C 0.1 -0.2 0.3
C 0.1 0.0 -0.4
C 0.0 0.0 0.0
C 0.0 -0.1 0.0
C 0.0 -0.1 -0.1
C 0.0 0.0 0.0
C -0.4 -0.1 0.1
H -0.1 -0.1 0.0
H -0.3 -0.1 -0.1
H -0.2 0.0 -0.2
H 0.1 -0.1 -0.3
H -0.1 0.0 0.2
H 0.0 0.1 0.1
H 0.1 0.1 0.0
H 0.1 0.0 -0.1
Cl 0.0 -0.8 0.1
Si 0.5 0.8 -0.6
Cl 1.4 0.1 -0.6
Cl -1.0 -0.3 -0.3

Mulliken atomic charge list, values in e, 4 entries: 1.22, -0.74, -0.58, 0.08

=====

# 3
Here is C29H29Cl5GeN6O5SeSiTi as an isolated structure at a distorted geometry from OMol25. Energies are from ωB97M-V with the def2-TZVPD basis set.

Properties
orbital gap (spin up / spin down)	4.646 / 6.158	eV
net charge	-1
2S+1	2
E_LUMO (spin up / spin down)	1.0 / 1.1	eV
calculated total energy	-265199.291	eV
energy above the lowest of the compared OMol25 structures with the same formula, charge and spin	55.6	kcal per mole

Geometry (Å):
Ti: -0.229500 -0.190400 -0.311500
C: 3.647900 3.163500 -1.876400
O: 2.927200 1.946700 -1.882500
C: 1.732900 1.870700 -1.298100
O: 1.182200 0.776300 -1.247300
N: 1.119500 3.041000 -0.932100
N: -0.117200 2.881100 -0.273800
H: 4.542900 2.964200 -2.461300
H: 3.940600 3.435800 -0.857600
H: 3.077200 3.972700 -2.342800
H: 1.745800 3.734700 -0.527300
H: -0.689700 3.705900 -0.425300
H: 0.045700 2.722500 0.726400
Se: -7.081800 3.254800 -0.148300
N: -5.860600 2.969000 -1.430700
C: -4.809900 2.369200 -0.875600
C: -3.643300 1.979600 -1.606600
C: -3.451400 2.247700 -2.959400
C: -2.254300 1.852700 -3.553300
C: -1.317700 1.146100 -2.820100
N: -1.473800 0.828000 -1.523400
C: -2.606400 1.299500 -0.898800
C: -2.679300 1.110700 0.490300
N: -1.587700 0.541200 1.091900
C: -1.638000 0.331900 2.406700
C: -2.724300 0.685200 3.195200
C: -3.833300 1.290500 2.611300
C: -3.826400 1.518600 1.240500
C: -4.905900 2.134000 0.531800
N: -6.033500 2.531000 1.111000
H: -4.225300 2.754500 -3.512500
H: -2.066800 2.083400 -4.590400
H: -0.396200 0.813100 -3.286900
H: -0.776500 -0.140700 2.864300
H: -2.700400 0.495800 4.257300
H: -4.689700 1.580000 3.201100
C: -0.540500 -4.474700 1.081200
Si: -1.769900 -3.100700 0.565000
C: -2.912800 -2.629500 2.039600
C: -2.910700 -3.846000 -0.788100
O: -1.042500 -1.770300 0.059300
H: -1.019600 -5.446300 1.143500
H: -0.087900 -4.273900 2.049500
H: 0.264100 -4.558000 0.353700
H: -3.585000 -3.439100 2.302800
H: -3.515700 -1.760600 1.786100
H: -2.324000 -2.383200 2.918000
H: -3.384100 -4.750800 -0.422400
H: -2.349000 -4.104300 -1.680100
H: -3.699500 -3.158200 -1.078500
Cl: 2.444600 1.789500 4.084900
C: 2.279700 0.333200 3.115800
Cl: 1.333000 -0.882800 3.963600
C: 1.603400 0.695800 1.774700
O: 1.722900 1.848300 1.372400
O: 0.948400 -0.230000 1.228300
H: 3.280500 -0.072000 2.940100
C: -2.344500 -2.666000 -5.267100
C: -2.897000 -1.945300 -4.198700
C: -2.143300 -1.658300 -3.094300
C: -0.781500 -2.028900 -3.021600
C: 0.096900 -1.635100 -1.994400
C: 1.374500 -2.093000 -1.930900
C: 1.866700 -2.976400 -2.914200
C: 1.073300 -3.328800 -3.968000
C: -0.242300 -2.829300 -4.077800
C: -1.055300 -3.113700 -5.195100
H: -2.958100 -2.895500 -6.126700
H: -3.929500 -1.631100 -4.250700
H: -2.577300 -1.154300 -2.242000
H: 2.063900 -1.767500 -1.162200
H: 2.866400 -3.366400 -2.792200
H: 1.440200 -4.002200 -4.732000
H: -0.626300 -3.693800 -6.000100
Cl: 3.885600 -2.964900 3.057600
Ge: 2.426200 -2.563100 1.313400
Cl: 3.335900 -4.230800 -0.025400
Cl: 3.686500 -0.728900 0.379700

Forces on the atoms, in the same order (eV/Å):
Ti 0.4 -3.2 -0.9
C 0.2 0.4 0.0
O -0.8 -0.4 0.5
C 0.0 0.5 -0.4
O 1.3 0.9 -0.8
N 0.2 0.0 0.1
N 0.3 0.3 0.5
H 0.0 0.1 0.1
H 0.0 0.0 -0.1
H 0.0 -0.1 0.0
H -0.1 -0.2 -0.2
H 0.1 -0.2 -0.1
H 0.1 0.2 -0.4
Se 0.9 -0.3 0.0
N 0.7 -0.4 0.2
C -1.8 1.0 -0.5
C 1.1 -0.2 -1.3
C -0.3 -0.2 1.2
C 0.5 -0.2 0.0
C 0.0 0.2 -0.2
N -1.1 0.7 -0.8
C -0.5 0.2 0.2
C -0.6 0.4 0.0
N -1.1 0.7 0.1
C -0.1 0.1 0.4
C 0.3 0.0 0.0
C 0.1 0.1 -0.7
C 0.8 -0.6 0.9
C -1.6 0.6 0.6
N 0.6 -0.3 -0.1
H -0.1 0.1 -0.1
H 0.1 -0.1 -0.1
H -0.1 -0.1 0.1
H -0.1 0.0 -0.2
H 0.1 -0.1 0.0
H -0.1 0.0 0.0
C -0.4 0.7 -0.2
Si -1.1 -1.8 0.6
C 0.6 -0.2 -0.6
C 0.6 0.4 0.5
O -0.1 0.3 0.9
H -0.3 -0.2 0.0
H 0.1 0.1 0.1
H 0.1 0.0 -0.1
H -0.1 -0.3 0.0
H -0.1 0.1 -0.1
H 0.1 0.0 0.2
H -0.1 -0.2 0.2
H 0.1 0.0 -0.2
H -0.1 0.2 -0.1
Cl 0.2 0.3 0.4
C 0.1 -0.1 -0.3
Cl -0.1 -0.1 0.5
C 0.8 1.2 0.7
O 0.0 -0.2 0.1
O -0.5 -0.2 0.0
H -0.2 0.0 0.0
C 0.1 -0.2 -0.2
C -0.1 0.1 0.3
C -0.1 0.0 -0.1
C 0.4 -0.5 -0.7
C 0.0 2.1 0.7
C 0.0 -0.2 -0.5
C -0.1 -0.3 0.1
C 0.3 0.0 0.0
C -0.4 0.1 0.3
C -0.1 -0.1 -0.1
H 0.0 0.0 -0.1
H -0.1 0.0 0.1
H -0.1 0.0 -0.1
H 0.0 0.1 -0.1
H 0.1 -0.1 -0.1
H 0.0 0.0 -0.1
H 0.0 -0.1 -0.1
Cl 0.1 0.1 0.0
Ge 0.7 -0.8 -0.2
Cl 0.0 0.1 0.0
Cl 0.5 -0.3 0.0

Mulliken atomic charge list, values in e, 4 entries: -1.52, -0.92, -0.33, -0.26